i:
Computed, not measured: 2 unconnected molecules or ions with the total composition C5H12O2, with wB97M-V/def2-TZVPD.

```
19
Properties=species:S:1:pos:R:3:nbo_charge:R:1
C -1.0133 1.7335 1.8507 -0.9041
C -0.3861 -0.2588 -0.0488 -0.0020
H -0.2092 1.5511 2.5757 0.2467
H 1.6715 -1.2388 -0.2693 0.1690
C 0.3854 0.2672 1.0951 -0.0455
H 0.5743 0.8454 -1.6819 0.4988
H -1.0051 -1.1286 0.2448 0.1506
H -0.5039 -1.4674 -2.4126 0.2264
H 1.1354 -2.1504 -2.5551 0.2212
H 0.6230 -0.3493 1.9656 0.2057
H 0.0141 -2.7694 -1.3150 0.2050
O -0.9851 0.7148 -0.7284 -0.8140
H 1.1361 1.0106 0.8317 0.2178
O 1.3902 0.3000 -1.5626 -0.7368
C 0.8772 -0.8103 -0.8988 0.1221
C 0.3447 -1.8735 -1.8519 -0.6283
H -1.0458 1.4786 0.6959 0.3674
H -1.9318 1.3153 2.2710 0.2387
H -1.0717 2.8300 1.7941 0.2614
```

Values from the calculation:
Net charge ... 0
LUMO energy ... -0.016 hartree

---

ii:
Computed, not measured: 3 unconnected molecules or ions with the total composition C5H12O2, with wB97M-V/def2-TZVPD.

```
19
Properties=species:S:1:pos:R:3:nbo_charge:R:1
H -2.6824 1.3434 -0.4580 0.2088
H 2.6869 -1.5480 0.8007 0.2105
H 1.9696 1.2782 -0.2410 0.2242
H -2.4980 -0.8663 0.9365 0.4616
H 0.0600 -0.9497 0.7445 0.1323
C 1.7626 0.2128 -0.1004 -0.5138
H -3.3312 -0.1970 -1.2558 0.1965
O -2.2335 -0.7299 1.8526 -0.9579
H 1.6273 -0.2554 -1.0849 0.2217
H -0.6087 1.1609 -1.7817 0.1964
O -0.0599 0.9910 1.2535 -0.5590
C -1.4031 0.4213 -1.8660 -0.3973
C 2.9016 -0.4836 0.6536 -0.6004
C -2.5217 0.5239 -1.1547 -0.4004
H 3.0436 -0.0273 1.6385 0.2156
C 0.4868 0.0715 0.6795 0.4578
H 3.8402 -0.4023 0.0988 0.2213
H -1.2396 -0.3924 -2.5689 0.1961
H -1.6527 0.0497 1.8132 0.4861
```

Values from the calculation:
SMILES string ... CCC=O.C=C.O
Net charge ... 0
LUMO energy ... 0.027 hartree

---

iii:
Computed, not measured: a single C5H12O2 molecule, with wB97M-V/def2-TZVPD.

```
19
Properties=species:S:1:pos:R:3:nbo_charge:R:1
C 0.1605 -0.5095 -1.1980 0.0788
H -0.6081 -2.4065 -1.8945 0.2102
H 0.6203 0.7454 3.3011 0.2069
H -0.3048 -0.7991 1.5477 0.1984
H -1.1530 0.7717 -0.1049 0.1539
H -1.8124 -1.3315 -1.1705 0.2168
C -0.0940 0.5090 -0.1092 0.0842
C 0.3234 0.0443 1.2710 -0.4059
H 0.3283 -0.3128 -3.1617 0.4773
H 1.2290 -0.7917 -1.1790 0.1636
H 0.8221 1.9853 2.0447 0.2251
O -0.0113 0.1969 -2.4196 -0.7449
O 0.5997 1.6991 -0.3885 -0.7318
H 1.3402 -0.3523 1.2162 0.1991
C 0.2385 1.1159 2.3437 -0.6041
H -0.7927 1.4572 2.4837 0.2008
H -0.6480 -2.1957 -0.1440 0.2165
H 0.5423 1.8618 -1.3394 0.4895
C -0.7800 -1.6874 -1.0986 -0.6345
```

Values from the calculation:
SMILES string ... CC[C@@H](O)[C@@H](C)O
Net charge ... 0
LUMO energy ... 0.030 hartree

---

iii (1.163 eV below the next structure)

---

i:
Computed, not measured: 3 unconnected molecules or ions with the total composition C5H12O2, with wB97M-V/def2-TZVPD.

```
19
Properties=species:S:1:pos:R:3:nbo_charge:R:1
H 1.7121 0.9696 -0.0218 0.1872
O -2.4126 -1.1772 6.6019 -0.9403
H -0.2855 2.5868 -3.9688 0.2188
H 0.5263 1.2019 -4.6826 0.2143
H -0.9849 -0.4875 0.2113 0.1988
H -1.6292 0.3555 -2.0018 0.1988
C -0.2401 0.0917 -0.3285 -0.2231
C 0.2260 1.0734 -2.5673 -0.1325
C 0.8750 0.3778 0.3365 -0.3844
H 1.1635 -2.5749 1.3105 0.4735
H 1.2805 1.1750 -2.3538 0.1906
C -0.5979 0.4981 -1.6910 -0.2514
H -1.8997 -1.4024 5.8111 0.4705
H 1.0632 -0.0700 1.3004 0.2097
H -1.1659 1.0862 -4.2303 0.2119
O 1.9051 -2.4496 1.9081 -0.9440
H -2.0361 -0.3391 6.9275 0.4698
H 2.7041 -2.4185 1.3775 0.4729
C -0.2039 1.5032 -3.9389 -0.6411
```

Values from the calculation:
SMILES string ... C=C/C=C/C.O.O
Net charge ... 0
LUMO energy ... 0.026 hartree

---

ii:
Computed, not measured: 3 unconnected molecules or ions with the total composition C5H12O2, with wB97M-V/def2-TZVPD.

```
19
Properties=species:S:1:pos:R:3:nbo_charge:R:1
H 4.0710 3.2789 3.2877 0.4696
H -2.2711 -2.3581 -0.4009 0.1985
C -0.4066 -0.6215 -2.7326 -0.6894
O 4.2822 3.9997 3.8469 -0.9441
C -1.5825 -0.2815 0.9473 -0.3782
H -2.2602 0.2982 1.3932 0.1896
H -0.1075 0.4619 -2.8636 0.2235
H 1.5785 0.5202 1.3554 0.4649
C -1.1099 -1.0853 -1.5007 -0.0377
H -1.0142 -0.6764 -3.6546 0.2295
H 0.5417 -1.1007 -3.1307 0.2388
C -1.3803 -0.0249 -0.3726 -0.1949
C -1.7952 -2.2399 -1.3374 -0.3677
H 3.6520 4.0268 4.6015 0.4746
H -1.4319 0.9678 -0.7908 0.1974
H -2.1525 -2.7918 -2.1432 0.1973
H 1.2854 -0.7698 0.5517 0.4717
O 1.4761 -0.4455 1.5387 -0.9343
H -1.3750 -1.1582 1.4048 0.1911
```

Values from the calculation:
SMILES string ... C=CC(=C)C.O.O
Net charge ... 0
LUMO energy ... 0.019 hartree

---

iii:
Computed, not measured: a molecular structure, C5H12O2, with wB97M-V/def2-TZVPD.

```
19
Properties=species:S:1:pos:R:3:nbo_charge:R:1
H 2.5375 -0.2598 0.3851 0.1721
H -0.0816 -0.1327 1.7073 0.2444
H 1.6338 0.8552 -2.3234 0.2001
O -2.8410 -0.6679 0.3312 -0.5244
C -1.7147 -0.0599 -0.2770 -0.1305
H -2.3938 0.5359 1.9633 0.1571
H 2.7962 1.6301 -1.2426 0.2159
O 0.9100 0.9261 0.1596 -0.7358
H -1.5769 -0.4430 -1.3071 0.1978
C 2.4221 0.6620 -1.5868 -0.6224
C -2.2400 -0.5014 1.6145 -0.0783
H -0.5020 -1.5948 0.8262 0.2088
H 0.0383 0.7183 -0.1927 0.4799
H 1.3080 -0.9644 -0.6681 0.1573
H -2.5649 -1.2171 2.3628 0.1851
C 1.8034 -0.0164 -0.3913 -0.0715
H -1.9054 1.0329 -0.3817 0.1767
H 3.2243 0.0855 -2.0462 0.2029
C -0.8532 -0.5887 1.0669 -0.4350
```

Values from the calculation:
Net charge ... 0
LUMO energy ... 0.036 hartree

---

iv:
Computed, not measured: a single C5H12O2 molecule, with wB97M-V/def2-TZVPD.

```
19
Properties=species:S:1:pos:R:3:nbo_charge:R:1
H -2.5975 0.1206 0.5576 0.1781
O -0.5768 -0.6175 0.6178 -0.5888
H 1.4511 0.8015 -1.5360 0.2113
H -2.3642 -1.3910 1.4204 0.1981
H -0.0972 2.5906 -0.5079 0.2224
H -1.3523 0.0905 2.0176 0.2200
H -0.8888 0.3448 -1.0866 0.1573
H 2.3417 -1.4272 -1.6583 0.1786
C -0.1976 0.4499 -0.2405 0.1095
H 0.5857 -1.6169 -1.7626 0.1508
H 0.4017 2.0824 1.1062 0.2112
O 1.5178 -2.1927 0.0081 -0.7305
H -1.3275 2.1190 0.6611 0.2149
H 1.9395 0.3784 0.1119 0.2107
C -1.8836 -0.4183 1.2191 -0.2821
C 1.4115 -1.3201 -1.0928 -0.0554
H 0.7317 -2.0221 0.5499 0.4872
C 1.2241 0.1434 -0.6891 -0.4441
C -0.3191 1.8847 0.3044 -0.6493
```

Values from the calculation:
SMILES string ... CO[C@@H](C)CCO
Net charge ... 0
LUMO energy ... 0.035 hartree

---

iv (0.084 eV below the next structure)

---

i:
Computed, not measured: 2 unconnected molecules or ions with the total composition C5H12O2, with wB97M-V/def2-TZVPD.

```
19
Properties=species:S:1:pos:R:3:nbo_charge:R:1
H 2.5388 -1.3388 -1.6897 0.1805
H -1.8191 0.3968 2.6630 0.0540
H -2.4700 0.5102 1.6203 0.2465
C -0.2276 0.3717 -0.3868 0.1105
H 0.7865 -2.1161 0.3531 0.4795
H 0.8176 -1.5901 -2.0003 0.1502
H 1.5339 0.8229 -1.5201 0.2154
H -0.1857 2.5003 -0.7625 0.2198
O -0.5876 -0.4923 0.7120 -0.5694
H 0.0733 2.0316 0.9375 0.2170
O 1.5814 -2.2582 -0.1795 -0.7215
H 1.8729 0.3236 0.1394 0.2171
H -0.8488 0.1008 -1.2565 0.1710
C -0.4858 1.8038 0.0234 -0.6363
C -1.8083 -0.4001 1.3666 -0.2560
C 1.5482 -1.3094 -1.2208 -0.0556
H -1.5536 1.9420 0.2169 0.2131
H -2.0105 -1.4078 1.7185 0.2095
C 1.2445 0.1090 -0.7347 -0.4452
```

Values from the calculation:
Net charge ... 0
LUMO energy ... 0.027 hartree

---

ii:
Computed, not measured: 2 unconnected molecules or ions with the total composition C5H12O2, with wB97M-V/def2-TZVPD.

```
19
Properties=species:S:1:pos:R:3:nbo_charge:R:1
H 0.4629 1.6404 1.1640 0.2277
H 2.2182 -0.5668 0.6226 0.1057
H -1.6590 -1.5119 1.4098 0.2016
H -0.6345 0.1523 -0.8504 0.2070
O 2.3719 -1.1396 -2.5059 -0.9535
H -2.9181 0.7555 0.0989 0.2096
H -2.1403 1.5577 1.4158 0.2051
H -0.2611 -1.9143 0.3257 0.2176
C -1.9734 1.2507 0.3812 -0.6034
H -1.8758 2.1383 -0.2305 0.2245
O 2.1849 1.1849 -0.4242 -0.5374
H 0.3374 0.0833 1.9676 0.2100
C -0.9072 0.2040 0.2175 -0.2210
H 3.0758 -1.3416 -3.1245 0.4697
C 0.3716 0.5572 0.9764 -0.5137
H 2.6860 -0.4073 -1.9651 0.4813
H -1.9031 -1.7035 -0.2247 0.2114
C -1.1432 -1.2919 0.4600 -0.6081
C 1.7066 0.3526 0.2858 0.4658
```

Values from the calculation:
SMILES string ... CC(C)CC=O.O
Net charge ... 0
LUMO energy ... 0.034 hartree

---

iii:
Computed, not measured: a single C5H12O2 molecule, with wB97M-V/def2-TZVPD.

```
19
Properties=species:S:1:pos:R:3:nbo_charge:R:1
H 2.3431 -1.4276 -1.6544 0.1789
H 1.4510 0.7983 -1.5357 0.2118
C 1.4098 -1.3219 -1.0925 -0.0553
O -0.5628 -0.5786 0.6714 -0.6102
C -0.3111 1.8968 0.2995 -0.6509
O 1.5131 -2.1942 0.0090 -0.7297
H -2.4014 -1.4086 1.4119 0.2007
H -0.8952 0.3277 -1.0654 0.1577
C -1.9761 -0.4003 1.2611 -0.3469
H 0.4022 2.0910 1.1098 0.2113
H 0.7303 -2.0210 0.5545 0.4873
H -1.2036 0.0554 1.9208 0.2932
H 0.5855 -1.6149 -1.7672 0.1502
H -2.6503 0.0968 0.5293 0.1875
H -0.0861 2.6021 -0.5120 0.2221
H 1.9416 0.3754 0.1118 0.2110
H -1.3171 2.1251 0.6637 0.2162
C 1.2234 0.1411 -0.6868 -0.4438
C -0.1963 0.4576 -0.2288 0.1090
```

Values from the calculation:
SMILES string ... CO[C@@H](C)CCO
Net charge ... 0
LUMO energy ... 0.035 hartree

---

ii (1.651 eV below the next structure)